{
  "formula": "C22H56N6O8",
  "method": "ωB97M-V/def2-TZVPD",
  "total_energy_ev": -49036.9543,
  "lumo_ha": 0.1128,
  "gap_ev": 3.3120,
  "mol_weight_g_mol": 532.7,
  "charge": -2,
  "elements": ["N", "H", "H", "H", "H", "N", "H", "H", "H", "H", "N", "H", "H", "H", "H", "N", "H", "H", "H", "H", "C", "C", "C", "O", "C", "C", "C", "O", "O", "O", "H", "H", "O", "C", "C", "O", "H", "H", "H", "H", "O", "C", "C", "O", "H", "H", "H", "H", "C", "C", "N", "C", "C", "C", "C", "H", "H", "H", "H", "H", "H", "H", "H", "H", "H", "H", "H", "H", "H", "H", "C", "C", "N", "C", "C", "C", "C", "H", "H", "H", "H", "H", "H", "H", "H", "H", "H", "H", "H", "H", "H", "H"],
  "xyz": [[-1.6574, 28.8141, 3.5889], [-1.4115, 29.6128, 2.9752], [-0.8669, 28.7513, 4.2217], [-1.8962, 27.9697, 3.0396], [-2.4611, 29.0319, 4.1967], [-4.9560, 27.9026, 2.2969], [-4.3598, 28.3561, 3.0094], [-5.7155, 28.4636, 1.8574], [-5.3648, 27.1205, 2.8147], [-4.3074, 27.4042, 1.6745], [-3.3713, 24.5627, 3.1439], [-2.7372, 24.0686, 3.7573], [-2.8971, 25.3409, 2.6131], [-4.0917, 25.1145, 3.6827], [-3.8233, 23.9155, 2.5092], [-7.5540, 24.7188, 4.0681], [-7.8110, 24.1444, 4.8606], [-7.3499, 24.1686, 3.2357], [-6.6581, 25.2545, 4.1980], [-8.3222, 25.3358, 3.7719], [-8.4359, 32.9524, 0.9533], [-8.0484, 31.6443, 0.5918], [-7.1246, 30.8331, 1.5930], [-6.6881, 29.7168, 1.2456], [-6.8318, 31.4267, 2.8745], [-7.2148, 32.7392, 3.2113], [-8.1417, 33.5009, 2.2058], [-8.5794, 34.6577, 2.4722], [-6.8122, 33.2621, 4.2736], [-8.4183, 31.0496, -0.4342], [-9.1154, 33.4950, 0.3098], [-6.2426, 30.8945, 3.6120], [-4.2931, 26.7384, -0.5301], [-2.9917, 27.2188, -0.4563], [-2.0089, 26.5180, 0.5889], [-2.2314, 26.6352, 1.9729], [-2.9623, 28.3122, -0.3150], [-2.5218, 26.9543, -1.4194], [-0.9803, 26.7896, 0.3012], [-2.0533, 25.4576, 0.2927], [-4.0651, 29.0015, 4.7292], [-3.9308, 27.9642, 5.6491], [-5.0326, 26.8864, 5.5836], [-5.2658, 26.0797, 4.4506], [-3.8332, 28.3290, 6.6875], [-2.9475, 27.4489, 5.7400], [-5.9676, 27.3774, 5.8912], [-4.9142, 26.2141, 6.4521], [-3.3513, 31.2071, 2.2032], [-2.0737, 31.0045, 1.3976], [-0.7968, 31.1103, 2.1344], [0.2797, 31.0106, 1.1625], [0.3117, 29.7722, 0.2626], [-0.6173, 32.2188, 3.0855], [-0.6767, 33.5951, 2.4008], [-3.4331, 32.1807, 2.6873], [-3.6186, 30.4324, 2.9231], [-4.2019, 31.1608, 1.5206], [-2.1391, 30.0399, 0.8928], [-2.0607, 31.7064, 0.5530], [0.3088, 31.9140, 0.5393], [1.2385, 31.0298, 1.6928], [0.3753, 28.8600, 0.8578], [-0.5814, 29.6378, -0.3455], [1.1750, 29.9336, -0.3832], [0.3692, 32.0335, 3.5166], [-1.3568, 32.1134, 3.8791], [-0.4625, 34.3282, 3.1824], [-1.6531, 33.7866, 1.9614], [0.1338, 33.7055, 1.6819], [-9.3125, 27.6721, 4.2593], [-10.2180, 26.9762, 3.1958], [-9.2800, 26.4488, 2.1775], [-9.8438, 25.4111, 1.3072], [-10.2845, 24.1525, 2.0327], [-8.5506, 27.4224, 1.3314], [-7.2542, 26.7574, 0.7787], [-9.1347, 28.7115, 3.9791], [-8.3445, 27.2002, 4.4025], [-9.8562, 27.7785, 5.2010], [-10.6036, 26.1408, 3.7801], [-10.9649, 27.6807, 2.8254], [-10.7179, 25.8832, 0.8392], [-9.1926, 25.0475, 0.5149], [-10.9137, 23.5365, 1.3843], [-9.5116, 23.5597, 2.5195], [-11.0746, 24.3829, 2.7553], [-8.0956, 28.1862, 1.9625], [-9.1225, 27.8935, 0.5287], [-6.6571, 27.5089, 0.2559], [-7.3415, 25.9476, 0.0556], [-6.6492, 26.5270, 1.6558]]
}